Run A
C28H25BrNO9P3RuSe | ωB97M-V/def2-TZVPD

XYZ file:
```
69
Properties=species:S:1:pos:R:3:lowdin_charge:R:1
Ru 0.874 -0.055 -0.475 1.456
C -2.591 3.805 0.452 -0.059
C -2.294 2.324 0.362 -0.570
O -3.460 1.558 0.612 -0.084
P -1.865 1.787 -1.346 0.494
O -3.255 1.749 -2.101 -0.071
O -1.142 2.931 -2.133 -0.089
O -1.200 0.456 -1.385 -0.330
P -1.012 1.720 1.557 0.380
O -0.822 2.995 2.511 -0.104
O -1.655 0.606 2.330 -0.340
O 0.338 1.424 0.938 -0.415
H -3.329 4.066 -0.305 0.092
H -1.689 4.388 0.288 0.090
H -2.987 4.026 1.442 0.091
H -3.316 1.093 1.458 0.074
H -3.953 1.371 -1.562 0.078
H -0.191 2.691 -2.234 0.044
H -0.222 2.771 3.225 0.085
C -2.172 -3.630 5.127 -0.076
C -2.630 -4.035 3.884 -0.072
C -2.220 -3.374 2.738 -0.072
C -1.343 -2.303 2.842 -0.353
C -0.883 -1.897 4.092 -0.101
C -1.296 -2.559 5.232 -0.070
P -0.604 -1.481 1.407 1.144
C -1.584 -2.041 -0.005 -0.378
C -2.936 -1.694 0.029 -0.118
C -3.732 -1.917 -1.078 -0.072
C -3.190 -2.488 -2.221 -0.063
C -1.854 -2.856 -2.246 -0.060
C -1.041 -2.622 -1.150 -0.103
C 1.082 -2.153 1.452 -0.362
C 1.546 -3.137 2.320 -0.075
C 2.910 -3.331 2.445 -0.072
C 3.795 -2.561 1.704 -0.063
C 3.330 -1.592 0.818 -0.082
C 1.968 -1.363 0.709 -0.255
H -2.490 -4.155 6.016 0.104
H -3.301 -4.877 3.799 0.106
H -2.565 -3.700 1.768 0.104
H -0.197 -1.063 4.148 0.113
H -0.932 -2.246 6.200 0.107
H -3.337 -1.228 0.920 0.106
H -4.775 -1.635 -1.058 0.110
H -3.814 -2.637 -3.090 0.108
H -1.433 -3.303 -3.134 0.111
H 0.007 -2.903 -1.166 0.092
H 0.843 -3.727 2.890 0.106
H 3.279 -4.074 3.139 0.106
H 4.858 -2.707 1.823 0.107
H 4.028 -1.009 0.230 0.101
Br 4.571 5.927 -5.857 0.715
C 3.998 4.700 -4.517 -0.681
C 4.245 3.348 -4.688 -0.115
C 3.802 2.457 -3.727 -0.008
C 3.098 2.915 -2.620 -0.127
C 2.864 4.276 -2.463 -0.019
C 3.325 5.178 -3.405 -0.122
C 2.429 1.920 -1.711 -0.615
O 3.060 1.181 -0.949 0.010
O 1.173 1.881 -1.844 -0.104
H 4.753 2.982 -5.567 0.102
H 3.997 1.403 -3.844 0.098
H 2.331 4.634 -1.594 0.123
H 3.139 6.236 -3.286 0.101
Se 3.691 -1.938 -3.641 0.681
C 2.421 -1.414 -2.619 -0.911
N 1.555 -1.092 -1.886 -0.128
```

Summary:
net charge	0
M	872.362	g mol⁻¹
highest occupied orbital energy (alpha / beta)	-8.20 / -8.13	eV
<S²>	6.04
2S+1	5



Run B
C28H25BrNO9P3RuSe | ωB97M-V/def2-TZVPD

XYZ file:
```
69
Properties=species:S:1:pos:R:3:lowdin_charge:R:1
Ru -1.076 -0.623 0.152 1.266
C -2.507 -3.498 2.937 -0.061
C -3.256 -2.197 2.710 -0.591
O -4.308 -2.079 3.653 -0.044
P -2.104 -0.744 2.809 0.343
O -2.715 0.347 1.962 -0.361
O -2.144 -0.238 4.330 -0.106
O -0.686 -1.113 2.436 -0.359
P -3.966 -2.069 1.011 0.360
O -4.525 -3.562 0.762 -0.126
O -5.118 -1.111 0.976 -0.386
O -2.848 -1.847 0.006 -0.424
H -2.201 -3.562 3.982 0.091
H -1.616 -3.526 2.311 0.065
H -3.148 -4.345 2.697 0.082
H -4.902 -1.375 3.354 0.090
H -2.505 1.880 1.840 0.063
H -1.511 -0.741 4.865 0.087
H -5.337 -3.519 0.237 0.087
C 1.031 0.448 -4.983 -0.079
C 0.480 1.330 -4.067 -0.073
C 0.597 1.081 -2.707 -0.113
C 1.268 -0.055 -2.261 -0.371
C 1.845 -0.925 -3.184 -0.081
C 1.720 -0.674 -4.540 -0.075
P 1.323 -0.376 -0.466 1.065
C 3.073 -0.150 -0.015 -0.340
C 3.506 -0.668 1.206 -0.097
C 4.853 -0.646 1.525 -0.076
C 5.768 -0.092 0.640 -0.081
C 5.330 0.467 -0.552 -0.076
C 3.982 0.447 -0.881 -0.079
C 1.143 -2.182 -0.412 -0.394
C 2.047 -3.232 -0.368 -0.075
C 1.543 -4.525 -0.347 -0.070
C 0.170 -4.748 -0.386 -0.066
C -0.734 -3.691 -0.396 -0.084
C -0.233 -2.400 -0.386 -0.258
H 0.918 0.632 -6.044 0.104
H -0.053 2.209 -4.408 0.106
H 0.159 1.755 -1.982 0.080
H 2.379 -1.802 -2.839 0.108
H 2.156 -1.357 -5.258 0.105
H 2.778 -1.096 1.886 0.115
H 5.191 -1.066 2.464 0.107
H 6.823 -0.094 0.881 0.104
H 6.043 0.915 -1.233 0.106
H 3.642 0.877 -1.814 0.104
H 3.115 -3.049 -0.337 0.110
H 2.220 -5.369 -0.298 0.105
H -0.212 -5.761 -0.381 0.107
H -1.798 -3.881 -0.401 0.094
Br 0.905 8.280 -0.921 0.739
C 0.259 6.572 -0.402 -0.680
C 1.150 5.516 -0.290 -0.113
C 0.678 4.278 0.109 -0.009
C -0.669 4.108 0.409 -0.126
C -1.552 5.175 0.280 -0.002
C -1.091 6.413 -0.135 -0.112
C -1.146 2.786 0.902 -0.494
O -2.273 2.825 1.556 0.112
O -0.504 1.761 0.711 -0.058
H 2.199 5.666 -0.503 0.103
H 1.345 3.431 0.202 0.119
H -2.600 5.026 0.499 0.123
H -1.770 7.248 -0.237 0.104
Se -4.970 1.211 -0.537 0.956
C -3.326 0.789 -0.997 -0.787
N -2.237 0.516 -1.329 0.017
```

Summary:
net charge	0
M	872.362	g mol⁻¹
highest occupied orbital energy (alpha / beta)	-7.94 / -8.91	eV
<S²>	6.04
2S+1	5



Energy ordering: run A at the bottom, the next structure 2.4 kcal/mol above.



Run A
C4H8Si | ωB97M-V/def2-TZVPD

XYZ file:
```
13
Properties=species:S:1:pos:R:3:lowdin_charge:R:1
C -1.046 -1.238 -2.254 -0.113
C -0.678 -0.123 -1.532 -0.465
C 0.978 0.184 1.823 -0.095
C 0.459 0.562 2.973 -0.065
Si 0.989 0.765 -1.786 0.725
H -2.055 -1.674 -2.136 0.052
H -0.451 -1.715 -2.939 -0.004
H -1.506 0.316 -0.853 0.068
H 1.336 -0.822 1.729 0.050
H 0.920 0.633 0.885 -0.074
H 0.130 1.605 3.209 0.068
H 0.474 -0.196 3.714 0.032
H 0.450 1.702 -2.833 -0.178
```

Summary:
net charge	0
M	84.194	g mol⁻¹
highest occupied orbital energy	-8.44	eV



Run B
C4H8Si | ωB97M-V/def2-TZVPD

XYZ file:
```
13
Properties=species:S:1:pos:R:3:lowdin_charge:R:1
Si 1.057 -0.921 -1.043 0.678
C -0.566 -0.326 0.058 -0.383
C -0.073 0.440 1.326 -0.098
C -0.683 1.581 0.925 -0.116
C -1.258 1.034 -0.326 -0.218
H 0.679 -1.410 -2.339 -0.129
H 1.951 -2.118 -0.442 -0.069
H 2.024 0.154 -1.205 -0.100
H -1.314 -1.040 0.289 0.065
H 0.397 0.212 2.236 0.072
H -0.998 2.528 1.253 0.080
H -2.390 0.885 -0.136 0.134
H -1.186 1.551 -1.251 0.084
```

Summary:
net charge	0
structure (SMILES)	[SiH3][C@H]1C=CC1
M	84.194	g mol⁻¹
highest occupied orbital energy	-9.20	eV



Energy ordering: run B at the bottom, the next structure 34.0 kcal/mol above.



Run A
C5H12N2O | ωB97M-V/def2-TZVPD

XYZ file:
```
20
Properties=species:S:1:pos:R:3:lowdin_charge:R:1
C -0.594 -0.914 -0.741 -0.137
N 0.396 -1.448 -1.643 0.029
C 0.382 -1.053 -2.972 -0.317
O -0.602 -0.599 -3.489 0.063
C -0.041 0.213 0.139 -0.329
C -1.044 1.390 0.314 0.019
N 0.446 -0.247 1.392 0.126
C 0.939 0.651 2.395 -0.011
H -0.950 -1.708 -0.077 0.134
H -1.407 -0.565 -1.371 0.129
H 1.227 -1.856 -1.246 0.138
H 1.342 -1.183 -3.490 0.141
H 0.821 0.651 -0.387 0.173
H -1.871 1.054 0.948 0.105
H -0.564 2.174 0.896 0.084
H -1.406 1.757 -0.638 0.108
H -0.251 -0.866 1.821 0.177
H 0.099 1.194 2.845 0.130
H 1.751 1.298 2.081 0.120
H 1.327 0.058 3.223 0.116
```

Summary:
net charge	+1
M	116.164	g mol⁻¹
highest occupied orbital energy (alpha / beta)	-13.66 / -13.61	eV
<S²>	0.75
2S+1	2



Run B
C5H12N2O | ωB97M-V/def2-TZVPD

XYZ file:
```
20
Properties=species:S:1:pos:R:3:lowdin_charge:R:1
N 1.481 1.955 1.680 0.174
C 1.438 0.965 0.695 -0.379
C 2.353 1.359 -0.567 0.006
C 0.036 0.497 0.229 -0.168
N 0.011 -0.924 0.293 0.048
C -1.300 -1.524 0.271 -0.114
C -1.870 -1.730 -1.156 -0.193
O -2.775 -1.043 -1.520 0.125
H 2.332 1.817 2.207 0.130
H 1.172 2.908 1.562 0.134
H 1.960 0.074 1.035 0.142
H 2.670 2.392 -0.487 0.079
H 1.838 1.014 -1.460 0.079
H 3.297 0.815 -0.578 0.079
H -0.382 1.066 -0.605 0.154
H -0.599 0.835 1.052 0.132
H 0.616 -1.334 -0.416 0.158
H -1.184 -2.561 0.530 0.127
H -2.019 -0.994 0.879 0.140
H -1.503 -2.521 -1.829 0.144
```

Summary:
net charge	+1
M	116.164	g mol⁻¹
highest occupied orbital energy (alpha / beta)	-13.99 / -12.70	eV
<S²>	0.76
2S+1	2



Energy ordering: run A at the bottom, the next structure 34.8 kcal/mol above.



Run A
C5H8N2O3S | ωB97M-V/def2-TZVPD

XYZ file:
```
19
Properties=species:S:1:pos:R:3:lowdin_charge:R:1
C 0.391 -1.015 -1.930 -0.167
C 1.395 -0.357 1.198 -0.708
C 1.013 0.106 -2.674 -0.375
C -0.840 0.559 -1.008 -0.487
C -2.498 1.261 1.607 -0.120
N -0.607 -0.702 -1.203 -0.057
N 0.571 0.132 2.136 0.190
O 2.223 0.172 0.537 0.093
O 1.361 -1.705 0.982 0.065
O -2.445 0.864 2.770 -0.061
S -0.019 1.547 -2.132 0.942
H 0.515 -2.043 -2.169 0.123
H 2.040 0.106 -2.434 0.082
H 0.791 -0.165 -3.661 0.069
H -1.849 0.684 0.857 0.010
H -0.402 -0.157 2.195 0.083
H -3.171 2.014 1.239 0.070
H 0.823 1.069 2.483 0.138
H 0.707 -2.370 1.207 0.111
```

Summary:
net charge	0
M	176.197	g mol⁻¹
highest occupied orbital energy (alpha / beta)	-8.15 / -8.15	eV



Run B
C5H8N2O3S | ωB97M-V/def2-TZVPD

XYZ file:
```
19
Properties=species:S:1:pos:R:3:lowdin_charge:R:1
C 1.896 -1.388 0.243 -0.083
C 1.050 -0.538 -0.675 -0.162
C 0.863 0.876 -0.176 -0.396
O 1.492 1.629 0.515 0.154
N -0.320 1.382 -0.789 -0.020
C -1.153 2.349 -0.551 0.000
C -1.672 1.422 -1.446 -0.016
S -2.425 0.031 -0.033 0.645
N -4.006 -0.504 0.663 -0.063
O -1.947 -1.146 -0.730 -0.375
O -1.717 0.466 1.110 -0.354
H 3.028 -1.333 -0.044 0.116
H 1.637 -1.163 1.215 0.045
H 1.615 -2.465 0.013 0.098
H 1.405 -0.573 -1.697 0.133
H -0.025 -0.854 -0.655 0.085
H -0.928 3.087 0.136 0.130
H -4.353 0.266 1.231 0.041
H -4.667 -0.573 -0.078 0.023
```

Summary:
net charge	0
structure (SMILES)	CCC(=O)N1C=C1S(N)(=O)=O
M	176.197	g mol⁻¹
highest occupied orbital energy	-8.84	eV



Energy ordering: run A at the bottom, the next structure 64.0 kcal/mol above.



Run A
C4H11NOS | ωB97M-V/def2-TZVPD

XYZ file:
```
18
Properties=species:S:1:pos:R:3:lowdin_charge:R:1
C -0.844 -0.281 -0.088 -0.200
N 0.249 -1.075 0.459 0.038
C -0.030 -2.468 0.391 -0.252
O -1.309 -2.641 1.007 -0.055
C -0.261 0.416 -1.356 -0.219
C 0.059 1.937 -1.121 -0.488
S 1.067 2.187 0.360 0.974
H -1.122 0.599 0.658 0.159
H -1.641 -0.885 -0.465 0.114
H 0.266 -0.873 1.507 0.169
H -0.160 -2.833 -0.636 0.140
H 0.718 -3.053 0.999 0.153
H -1.791 -3.461 0.873 0.110
H 0.784 0.061 -1.612 0.118
H -0.731 0.087 -2.274 0.114
H 0.599 2.369 -2.032 0.125
H -0.914 2.485 -0.888 0.104
H 2.103 1.548 -0.107 -0.104
```

Summary:
net charge	+1
M	121.205	g mol⁻¹
highest occupied orbital energy (alpha / beta)	-14.63 / -13.79	eV
<S²>	0.76
2S+1	2



Run B
C4H11NOS | ωB97M-V/def2-TZVPD

XYZ file:
```
18
Properties=species:S:1:pos:R:3:lowdin_charge:R:1
C 1.571 0.366 -1.393 0.020
N 0.241 -0.192 -1.249 0.130
C -0.496 -0.163 -0.043 -0.360
C 0.198 -0.901 1.106 -0.499
S 0.159 -2.698 0.959 0.790
C -0.763 1.307 0.423 -0.226
O -1.753 1.341 1.390 0.005
H 1.595 1.396 -1.031 0.113
H 2.240 -0.243 -0.788 0.125
H 1.804 0.375 -2.456 0.120
H 0.179 -1.109 -1.705 0.175
H -1.478 -0.581 -0.234 0.151
H -0.259 -0.618 2.050 0.094
H 1.238 -0.573 1.189 0.087
H -1.063 -2.728 0.409 -0.119
H 0.143 1.750 0.843 0.134
H -0.926 1.940 -0.462 0.140
H -2.632 1.330 0.993 0.120
```

Summary:
net charge	+1
M	121.205	g mol⁻¹
highest occupied orbital energy (alpha / beta)	-13.46 / -13.40	eV
<S²>	0.75
2S+1	2



Energy ordering: run B at the bottom, the next structure 25.4 kcal/mol above.



Run A
BrH2O2PS | ωB97M-V/def2-TZVPD

XYZ file:
```
7
Properties=species:S:1:pos:R:3:lowdin_charge:R:1
O 3.200 2.175 0.549 -0.459
P 3.524 1.719 -0.800 -0.083
S 3.173 2.851 -2.371 0.226
Br 4.035 -0.475 -0.882 0.322
O 0.007 -0.372 -0.119 -0.058
H -0.492 -1.097 0.158 -0.007
H 0.427 -0.001 0.695 0.059
```

Summary:
net charge	0
structure (SMILES)	O=P(=S)Br.O
M	176.959	g mol⁻¹
highest occupied orbital energy	-10.19	eV



Run B
BrH2O2PS | ωB97M-V/def2-TZVPD

XYZ file:
```
7
Properties=species:S:1:pos:R:3:lowdin_charge:R:1
O 1.155 -1.710 1.765 -0.436
P 0.720 -1.918 0.403 -0.126
S 1.726 -1.862 -1.245 0.236
Br -1.503 -2.024 0.231 0.325
O -0.775 2.170 -0.446 -0.084
H -0.300 2.524 0.371 0.078
H -1.023 2.820 -1.078 0.005
```

Summary:
net charge	0
structure (SMILES)	O=P(=S)Br.O
M	176.959	g mol⁻¹
highest occupied orbital energy	-10.20	eV



Energy ordering: run B at the bottom, the next structure 3.8 kcal/mol above.